<a>
{"formula": "C2H8N2O", "method": "ωB97M-V with the def2-TZVPD basis set", "symbols": ["C", "C", "N", "O", "N", "H", "H", "H", "H", "H", "H", "H", "H"], "coordinates": [[-1.474, -0.702, 0.178], [-0.586, 0.418, -0.153], [0.630, 0.426, 0.627], [1.535, -0.480, -0.033], [2.814, -0.125, -0.307], [-1.700, -1.439, -0.664], [-1.208, -1.212, 1.116], [-2.417, -0.098, 0.423], [-0.416, 0.481, -1.268], [-1.062, 1.417, 0.069], [0.348, -0.071, 1.386], [3.316, 0.081, 0.502], [2.928, 0.612, -0.965]], "orbital_gap_ev": 10.432, "lumo_energy_ha": 0.0447, "spin_multiplicity": 1, "smiles": "CCNON"}

***

<b>
{"formula": "C2H8N2O", "method": "ωB97M-V with the def2-TZVPD basis set", "symbols": ["H", "N", "C", "N", "H", "H", "H", "C", "O", "H", "H", "H", "H"], "coordinates": [[-0.398, 1.577, 0.467], [0.596, 1.471, 0.330], [1.144, 0.757, 1.224], [2.317, 0.096, 1.046], [0.690, 0.593, 2.205], [2.516, -0.673, 1.655], [2.849, 0.300, 0.217], [-1.940, -0.844, -1.077], [-0.753, -0.600, -1.816], [-2.774, -0.792, -1.773], [-2.074, -0.063, -0.340], [-1.976, -1.885, -0.748], [-0.199, 0.063, -1.389]], "orbital_gap_ev": 10.344, "lumo_energy_ha": 0.0318, "spin_multiplicity": 1, "smiles": "[H]/N=C/N.CO"}

***

<c>
{"formula": "C2H8N2O", "method": "ωB97M-V with the def2-TZVPD basis set", "symbols": ["H", "N", "C", "N", "H", "H", "H", "C", "O", "H", "H", "H", "H"], "coordinates": [[2.687, 1.374, -2.700], [1.833, 1.309, -2.162], [0.858, 1.222, -2.981], [-0.477, 1.159, -2.659], [1.003, 1.440, -4.046], [-0.954, 1.979, -2.998], [-0.666, 0.955, -1.680], [-1.004, -2.102, 4.021], [-0.862, -1.218, 2.891], [-0.987, -3.153, 3.739], [-2.004, -1.926, 4.424], [-0.326, -1.983, 4.871], [-0.608, -0.397, 3.347]], "orbital_gap_ev": 10.605, "lumo_energy_ha": 0.0360, "spin_multiplicity": 1, "smiles": "[H]/N=C/N.CO"}

***

Energetically preferred structure: <b> | next structure: +24.0 kJ/mol

***

<a>
{"formula": "C10H8O3", "method": "ωB97M-V with the def2-TZVPD basis set", "symbols": ["O", "C", "C", "C", "O", "C", "O", "C", "C", "C", "C", "C", "C", "H", "H", "H", "H", "H", "H", "H", "H"], "coordinates": [[-1.483, -1.828, 0.552], [-0.618, -1.067, 0.124], [0.301, -1.407, -0.856], [0.667, -2.879, -1.046], [1.384, -3.190, 0.182], [1.259, -0.597, -1.456], [1.313, 0.619, -1.101], [0.274, 1.157, -0.346], [0.392, 2.529, -0.124], [-0.342, 3.134, 0.875], [-1.287, 2.353, 1.612], [-1.524, 1.036, 1.234], [-0.667, 0.406, 0.328], [-0.118, -3.618, -1.204], [1.446, -2.966, -1.860], [0.684, -3.134, 0.807], [1.987, -1.114, -2.115], [0.853, 3.105, -0.860], [-0.255, 4.162, 1.360], [-1.993, 2.984, 2.272], [-2.274, 0.314, 1.624]], "orbital_gap_ev": 8.877, "lumo_energy_ha": -0.0062, "spin_multiplicity": 1, "smiles": "O=c1c(CO)coc2ccccc12"}

***

<b>
{"formula": "C10H8O3", "method": "ωB97M-V with the def2-TZVPD basis set", "symbols": ["C", "O", "C", "C", "C", "C", "C", "C", "C", "O", "O", "C", "C", "H", "H", "H", "H", "H", "H", "H", "H"], "coordinates": [[-3.154, -1.587, -0.387], [-1.853, -2.319, -0.538], [-0.834, -1.446, -0.362], [0.543, -2.030, -0.325], [1.544, -1.176, 0.020], [1.417, 0.218, 0.186], [2.474, 1.112, 0.300], [2.259, 2.438, 0.435], [0.941, 3.103, 0.370], [0.410, 4.166, 0.487], [-0.172, 2.043, 0.304], [0.095, 0.766, -0.008], [-1.019, -0.068, -0.283], [-3.892, -2.461, -0.579], [-3.284, -1.407, 0.783], [-3.203, -0.733, -1.025], [0.559, -3.044, -0.434], [2.614, -1.500, 0.460], [3.367, 0.570, 0.442], [3.152, 3.017, 0.679], [-1.963, 0.338, -0.524]], "orbital_gap_ev": 8.127, "lumo_energy_ha": -0.0046, "spin_multiplicity": 1, "smiles": "COc1ccc2ccc(=O)oc2c1"}

***

Energetically preferred structure: <a> | next structure: +15.5 kJ/mol

***

<a>
{"formula": "C3H10NO", "method": "ωB97M-V with the def2-TZVPD basis set", "symbols": ["C", "N", "H", "H", "H", "H", "C", "O", "C", "H", "H", "H", "H", "H", "H"], "coordinates": [[-2.170, 2.125, -0.653], [-0.944, 1.923, -0.810], [-2.691, 2.579, -1.563], [-2.389, 2.185, 0.460], [-0.327, 1.125, -0.206], [-0.682, 2.056, -1.764], [0.561, -1.839, 0.342], [0.312, -0.232, 0.193], [1.956, -1.876, 1.013], [0.667, -2.135, -0.731], [-0.294, -2.205, 0.887], [0.988, -0.253, -0.571], [2.506, -1.308, 0.277], [2.440, -2.832, 1.139], [1.819, -1.284, 1.986]], "charge": 1, "orbital_gap_ev": 10.343, "lumo_energy_ha": -0.1806, "spin_multiplicity": 1}

***

<b>
{"formula": "C3H10NO", "method": "ωB97M-V with the def2-TZVPD basis set", "symbols": ["C", "N", "C", "C", "O", "H", "H", "H", "H", "H", "H", "H", "H", "H", "H"], "coordinates": [[-0.289, -1.269, 0.842], [-0.382, -0.193, -0.212], [-0.845, 1.204, 0.539], [0.875, 0.119, -0.905], [1.834, 0.131, 0.118], [0.052, -0.977, 1.868], [-1.307, -1.737, 1.003], [0.513, -2.022, 0.542], [-1.165, -0.450, -0.804], [-0.927, 1.040, 1.606], [-0.024, 1.827, 0.215], [-1.758, 1.602, -0.029], [1.150, -0.739, -1.790], [0.724, 0.958, -1.593], [2.719, 0.438, -0.158]], "charge": 1, "orbital_gap_ev": 12.273, "lumo_energy_ha": -0.1192, "spin_multiplicity": 1, "smiles": "C[NH+](C)CO"}

***

Energetically preferred structure: <b> | next structure: +98.1 kJ/mol

***

<a>
{"formula": "C3H10NO", "method": "ωB97M-V with the def2-TZVPD basis set", "symbols": ["C", "C", "C", "N", "H", "H", "H", "H", "H", "H", "H", "H", "H", "H", "O"], "coordinates": [[1.097, -2.128, 0.399], [0.912, -0.719, 0.951], [0.340, 0.460, -1.224], [0.215, 0.204, 0.016], [1.979, -2.529, 0.860], [1.264, -2.116, -0.669], [0.167, -2.648, 0.572], [1.855, -0.257, 1.180], [0.255, -0.824, 1.779], [0.667, -0.387, -1.825], [0.362, 1.430, -1.710], [-0.437, 0.796, 0.555], [-3.021, 1.932, 0.199], [-1.918, 1.348, -0.790], [-2.104, 1.977, -0.094]], "charge": 1, "orbital_gap_ev": 10.276, "lumo_energy_ha": -0.2137, "spin_multiplicity": 1}

***

<b>
{"formula": "C3H10NO", "method": "ωB97M-V with the def2-TZVPD basis set", "symbols": ["C", "C", "C", "N", "H", "H", "H", "H", "H", "H", "H", "H", "H", "H", "O"], "coordinates": [[1.238, 1.179, -0.415], [0.799, -0.125, -0.901], [1.609, -1.201, -1.071], [-0.530, -0.104, -1.255], [2.291, 1.285, -0.166], [0.625, 1.229, 0.552], [0.966, 1.984, -1.095], [1.209, -2.121, -1.484], [2.667, -1.179, -0.856], [-1.022, 0.710, -0.730], [-1.051, -0.953, -1.009], [-0.908, 1.109, 0.364], [-2.906, 0.290, 3.289], [-1.901, 0.440, 2.159], [-2.199, -0.177, 2.830]], "charge": 1, "orbital_gap_ev": 6.458, "lumo_energy_ha": -0.3096, "spin_multiplicity": 1}

***

Energetically preferred structure: <a> | next structure: +411.9 kJ/mol

***

<a>
{"formula": "C3H10NO", "method": "ωB97M-V with the def2-TZVPD basis set", "symbols": ["C", "N", "H", "H", "H", "H", "H", "H", "C", "C", "O", "H", "H", "H", "H"], "coordinates": [[0.484, 0.860, -2.120], [0.799, -0.152, -1.021], [-0.537, 1.192, -1.934], [1.217, 1.650, -2.135], [0.441, 0.363, -3.097], [1.756, 0.013, -0.704], [0.652, -1.085, -1.385], [0.252, 0.087, -0.160], [-0.065, 0.033, 2.437], [-1.090, -0.549, 1.862], [-0.941, -1.004, 0.543], [-0.047, 0.255, 3.500], [0.868, 0.370, 2.015], [-2.092, -0.787, 2.200], [-1.699, -1.246, -0.001]], "charge": 1, "orbital_gap_ev": 9.897, "lumo_energy_ha": -0.1308, "spin_multiplicity": 1}

***

<b>
{"formula": "C3H10NO", "method": "ωB97M-V with the def2-TZVPD basis set", "symbols": ["C", "N", "H", "H", "H", "H", "H", "H", "C", "C", "O", "H", "H", "H", "H"], "coordinates": [[-0.034, -1.276, -2.190], [-0.115, -0.011, -1.515], [-0.884, -2.074, -1.901], [0.962, -1.785, -2.234], [-0.248, -1.040, -3.375], [-1.000, 0.552, -1.598], [-0.001, -0.123, -0.557], [0.730, 0.566, -1.767], [1.224, 0.109, 1.828], [-0.117, 0.238, 1.666], [-0.879, 0.977, 0.879], [1.800, 0.930, 1.477], [1.677, -0.592, 2.551], [-0.827, -0.517, 2.066], [-0.805, 1.919, 1.083]], "charge": 1, "orbital_gap_ev": 10.054, "lumo_energy_ha": -0.1340, "spin_multiplicity": 1}

***

Energetically preferred structure: <a> | next structure: +62.3 kJ/mol

***

<a>
{"formula": "C3H10NO", "method": "ωB97M-V with the def2-TZVPD basis set", "symbols": ["C", "C", "C", "N", "O", "H", "H", "H", "H", "H", "H", "H", "H", "H", "H"], "coordinates": [[-0.886, -1.095, 0.667], [1.924, 0.394, 0.351], [-0.655, 0.223, 0.097], [-0.446, 0.264, -1.358], [-1.319, 1.322, 0.510], [-1.804, -1.376, 1.048], [-0.105, -1.202, 1.485], [-0.599, -1.838, -0.140], [2.268, 1.350, 0.076], [2.118, 0.062, 1.364], [1.788, -0.413, -0.475], [0.212, 1.049, -1.703], [-0.020, -0.692, -1.528], [-1.414, 0.270, -1.739], [-1.061, 1.682, 1.345]], "charge": 1, "orbital_gap_ev": [9.044, 8.723], "lumo_energy_ha": [-0.1532, -0.1539], "spin_multiplicity": 1}

***

<b>
{"formula": "C3H10NO", "method": "ωB97M-V with the def2-TZVPD basis set", "symbols": ["C", "C", "C", "N", "H", "H", "H", "H", "H", "H", "H", "H", "H", "H", "O"], "coordinates": [[0.750, -1.607, 1.200], [0.698, -0.442, 0.286], [1.451, 0.632, 0.286], [-0.382, -0.471, -0.754], [1.520, -1.495, 1.958], [-0.201, -1.796, 1.704], [1.037, -2.514, 0.652], [1.199, 1.523, -0.279], [2.338, 0.656, 0.897], [-1.023, -1.261, -0.691], [0.086, -0.484, -1.663], [-0.925, 0.407, -0.768], [-2.019, 2.584, -0.252], [-2.714, 2.048, -1.446], [-1.816, 2.222, -1.130]], "charge": 1, "orbital_gap_ev": 11.272, "lumo_energy_ha": -0.1280, "spin_multiplicity": 1}

***

Energetically preferred structure: <b> | next structure: +377.6 kJ/mol